1.
Molecular formula: CHF3FeNO4S2
Method: DFT, the ωB97M-V functional and the def2-TZVPD basis

- 2S+1: 6
- LUMO (alpha / beta): -1.234 / -2.727 eV

```
13
Properties=species:S:1:pos:R:3:forces:R:3:lowdin_spin:R:1
O -0.116 -2.688 1.107 -0.55 2.47 -0.74 0.011
F 1.237 -0.584 2.768 -0.11 -0.07 -0.07 0.002
N -1.481 -0.576 1.343 -1.38 2.29 -0.54 0.244
H 0.252 1.910 -3.287 0.34 0.31 0.53 0.003
Fe -1.041 0.382 -1.611 -0.19 0.02 0.80 3.640
F 2.379 -1.163 1.030 -0.29 -0.08 -0.14 0.008
F 1.400 0.758 1.087 -0.14 0.23 -0.19 0.001
C 1.295 -0.516 1.443 -0.06 0.05 0.32 0.018
S -2.176 0.802 0.520 0.88 -2.58 1.10 0.693
O -0.826 2.246 -1.365 0.94 -0.19 -3.37 0.215
O -0.648 1.725 -2.998 -0.92 0.99 1.59 0.039
O -0.019 -1.017 -0.756 -0.26 -0.40 0.82 0.066
S -0.257 -1.280 0.719 1.75 -3.05 -0.10 0.060
```
Positions in Å, forces in eV/Å.



2.
Molecular formula: C7H15N3
Method: DFT, the ωB97M-V functional and the def2-TZVPD basis

- ΔE to the lowest compared entry with this formula, charge and spin: 85.43 kcal per mole
- 2S+1: 1
- LUMO: 0.719 eV

```
25
Properties=species:S:1:pos:R:3:forces:R:3:nbo_charge:R:1
C 1.359 -0.471 -1.278 -0.32 0.31 -0.32 -0.500
H 2.369 -0.863 -1.357 -0.01 0.05 0.10 0.245
H -1.384 -0.927 -1.833 0.04 0.02 0.01 0.211
H -0.201 3.165 -0.314 0.04 -0.11 -0.02 0.371
H 0.716 -1.959 1.852 0.01 0.01 -0.01 0.204
C -0.668 -0.152 0.093 -0.08 0.19 -0.35 0.163
H -1.504 -0.963 1.883 0.02 -0.01 -0.02 0.229
H 0.546 -2.912 0.376 0.07 0.06 0.00 0.186
N 2.279 1.769 -0.624 -0.22 0.31 0.05 -0.804
H -2.116 0.649 1.510 0.02 0.01 0.00 0.224
H 2.106 2.497 0.068 0.04 -0.08 0.01 0.322
H -1.965 -1.790 -0.416 -0.04 0.01 0.01 0.225
H 0.004 2.336 1.065 -0.01 -0.17 -0.05 0.366
H 2.103 -2.191 0.801 -0.06 -0.04 -0.01 0.222
C 1.025 -2.015 0.806 0.02 -0.01 0.08 -0.624
N -0.561 2.376 0.220 -0.21 -0.05 -0.24 -0.637
H -0.654 1.319 -1.479 -0.09 0.06 0.25 0.397
C 1.376 0.870 -0.681 -0.49 -0.87 0.25 0.423
C 0.707 -0.766 0.048 0.05 0.60 -0.04 -0.223
H 0.834 -0.612 -2.243 -0.02 -0.11 0.10 0.159
H -0.476 0.432 2.179 -0.01 0.00 0.00 0.216
C -1.226 0.020 1.503 0.08 0.01 -0.18 -0.639
N -0.264 1.202 -0.538 1.03 -0.27 0.25 -0.294
C -1.740 -0.798 -0.809 0.13 0.13 0.12 -0.654
H -2.664 -0.217 -0.832 -0.02 -0.04 0.03 0.210
```
Positions in Å, forces in eV/Å.



3.
Molecular formula: C30H15Br4Cl3F12NO4SSiTaTe
Method: DFT, the ωB97M-V functional and the def2-TZVPD basis

- ΔE to the lowest compared entry with this formula, charge and spin: 12.48 kcal per mole
- Total charge: -2
- 2S+1: 1
- LUMO: 3.703 eV

```
73
Properties=species:S:1:pos:R:3:forces:R:3:lowdin_charge:R:1
H 4.585 -3.707 -2.921 0.00 -0.01 -0.02 0.050
N 1.525 -0.661 0.124 -0.23 0.02 -0.12 -0.076
O -1.723 1.321 -1.215 -0.20 0.06 0.06 -0.313
Te 0.972 0.531 -3.110 -0.03 0.05 -0.07 0.832
O -3.091 0.869 1.088 0.18 -0.06 -0.10 -0.279
Br -4.495 5.952 1.403 0.00 -0.02 0.00 0.670
F -5.181 -1.567 1.857 0.15 0.21 -0.13 -0.354
H 3.913 -0.696 -0.982 0.00 -0.01 0.01 0.096
C 4.616 1.273 -0.541 -0.01 -0.02 -0.02 -0.034
C -1.135 -1.697 0.857 0.06 0.19 -0.20 -0.595
O -0.191 1.175 0.682 -0.05 0.10 -0.10 -0.245
C 0.836 1.224 2.852 0.03 0.01 0.00 -0.532
C 2.177 1.621 0.747 0.03 -0.01 0.02 -0.057
C 1.375 -4.007 1.689 -0.02 0.01 -0.01 0.008
Br -2.827 6.378 -1.416 -0.02 -0.03 0.02 0.681
C -0.290 -2.809 0.169 -0.11 0.04 -0.11 -0.463
S 2.500 -2.455 -2.667 0.05 0.00 0.06 0.972
C -2.329 2.313 -0.638 -0.07 -0.17 0.14 -0.380
C 0.393 3.287 1.469 -0.03 -0.02 -0.01 -0.528
C 4.122 -2.754 -3.128 -0.04 -0.01 -0.06 -0.442
H 2.722 -6.241 2.679 0.00 0.00 0.00 0.068
C 2.456 0.398 0.132 0.01 -0.03 -0.01 -0.280
C 3.135 -1.923 1.481 -0.03 0.01 -0.04 -0.020
C 2.550 -0.843 -3.254 -0.01 -0.02 -0.01 -1.020
F -0.858 3.440 1.908 -0.01 -0.01 -0.01 0.173
F -1.909 -0.867 -1.912 0.01 -0.03 0.08 -0.472
F 1.741 1.885 3.615 -0.02 -0.01 -0.01 0.137
H 6.350 3.277 -0.049 0.00 0.00 0.00 0.067
H 2.923 3.588 1.190 0.01 -0.01 -0.01 0.111
C 3.776 -0.572 -3.804 0.01 0.00 0.01 -0.296
H 3.835 -1.103 1.467 0.01 0.02 -0.01 0.102
C -2.932 4.671 -0.606 0.06 0.00 -0.08 -0.752
H 4.412 -3.056 2.753 0.00 0.00 0.00 0.100
C -2.279 3.593 -1.194 -0.01 0.10 0.01 -0.633
C 2.586 -4.106 2.362 0.02 0.01 0.01 -0.292
H 5.228 4.291 0.865 0.00 0.00 0.00 0.070
C -0.955 -4.190 -0.029 -0.03 0.04 -0.04 -0.574
C 2.908 -5.306 3.213 0.00 0.00 0.01 -0.074
Cl -2.961 -1.953 0.572 -0.14 -0.19 0.28 0.881
H 0.676 -4.826 1.792 0.00 0.00 0.00 0.111
F -0.351 1.343 3.456 0.00 -0.01 0.01 0.160
F -1.955 -4.151 -0.915 0.00 0.01 0.02 0.121
C 5.320 3.638 -0.004 0.00 0.00 0.01 -0.064
F -1.007 -1.620 2.200 -0.01 -0.05 0.03 -0.028
C 1.033 -2.914 0.908 0.01 -0.03 0.03 -0.080
Cl -3.630 -0.208 3.623 -0.15 -0.05 -0.08 0.357
H 5.145 4.248 -0.894 0.00 0.00 0.00 0.076
Br -1.244 3.769 -2.758 -0.01 0.00 0.00 0.762
H 5.557 1.124 -1.061 0.00 0.00 0.00 0.110
C 4.345 2.492 0.070 -0.01 0.02 0.01 -0.271
O -0.130 -2.251 -1.089 0.06 0.16 0.05 -0.341
H 3.957 -5.297 3.514 0.00 0.00 0.00 0.062
C 3.692 0.251 -0.509 0.00 -0.02 0.01 -0.052
F 1.181 -0.060 2.884 -0.02 0.02 0.02 0.180
C -3.686 3.209 1.153 -0.01 0.15 -0.02 -0.647
H 5.698 -1.637 -4.098 0.00 0.00 0.00 0.084
F -0.089 -5.113 -0.494 0.01 -0.01 0.01 0.138
C -3.089 2.111 0.548 0.01 0.08 -0.02 -0.337
F 1.162 4.044 2.287 -0.02 0.02 0.03 0.127
Cl -5.852 0.701 0.663 -0.02 0.00 0.08 0.366
Si -4.235 -0.235 1.638 -0.12 -0.11 0.04 -0.495
C 0.806 1.781 1.399 0.00 0.00 0.01 -0.287
H 4.027 0.400 -4.207 0.00 0.00 -0.01 0.086
H 2.303 -5.328 4.125 0.00 0.00 0.00 0.071
C -3.632 4.486 0.574 -0.02 -0.06 0.04 -0.756
C 3.457 -3.036 2.235 0.01 -0.02 0.00 -0.061
F 0.463 3.838 0.250 -0.02 0.00 -0.01 0.159
C 1.911 -1.811 0.789 0.01 0.01 0.01 -0.232
Br -4.485 3.010 2.848 0.01 0.01 -0.01 0.756
F -1.476 -4.682 1.123 0.01 0.00 0.00 0.115
C 3.128 2.641 0.713 0.00 0.01 -0.01 0.020
Ta -0.488 -0.229 -0.758 0.67 -0.36 0.16 1.716
C 4.679 -1.667 -3.736 0.03 0.02 0.05 -0.230
```
Positions in Å, forces in eV/Å.



4.
Molecular formula: C3H7N2O
Method: DFT, the ωB97M-V functional and the def2-TZVPD basis

- ΔE to the lowest compared entry with this formula, charge and spin: 123.15 kcal per mole
- Total charge: +1
- 2S+1: 1
- LUMO: -4.325 eV

```
13
Properties=species:S:1:pos:R:3:forces:R:3:nbo_charge:R:1
C 0.662 -1.515 -0.163 2.21 0.99 -0.54 0.481
H -0.008 -2.292 -0.491 0.14 0.00 0.31 0.305
H -3.136 0.346 0.733 -0.19 0.13 -0.10 0.185
H 1.825 1.171 -0.171 -1.54 0.85 -1.22 0.275
C 2.316 0.315 0.184 2.32 1.24 -2.56 -0.490
N 1.584 -0.822 -0.034 -4.09 -2.29 1.04 -0.190
O -0.861 0.989 -0.066 -1.30 2.59 1.34 -0.555
H -1.553 1.708 0.303 1.88 -2.29 -1.04 0.469
C -2.577 -0.411 0.190 -2.70 -1.27 0.21 -0.111
H 3.154 0.208 -0.519 0.41 0.25 0.76 0.265
H 2.561 0.745 1.109 0.60 -1.13 2.08 0.287
H -3.066 -1.366 -0.103 0.43 0.70 0.66 0.222
N -1.425 -0.237 -0.209 1.82 0.24 -0.94 -0.143
```
Positions in Å, forces in eV/Å.



5.
Molecular formula: C7H18N4O
Method: DFT, the ωB97M-V functional and the def2-TZVPD basis

- ΔE to the lowest compared entry with this formula, charge and spin: 76.65 kcal per mole
- Total charge: +2
- 2S+1: 1
- LUMO (alpha / beta): -8.357 / -8.358 eV

```
30
Properties=species:S:1:pos:R:3:forces:R:3:nbo_charge:R:1
C 2.138 0.147 0.352 -0.37 1.53 1.84 -0.140
H 1.901 2.202 -0.419 0.27 -0.09 -0.10 0.219
H -1.444 -1.744 1.739 1.01 0.17 0.60 0.465
H 3.764 -0.257 1.507 0.90 0.53 2.52 0.247
H -1.219 2.058 -0.953 1.13 0.06 -0.18 0.431
C 2.531 1.594 0.233 1.10 -0.73 -1.61 -0.654
C -1.739 -1.178 -0.224 -2.64 1.49 1.64 0.133
H 2.384 0.848 -2.238 0.37 -0.03 1.57 0.416
H 4.194 -0.821 -0.064 -2.08 -0.02 1.11 0.247
H -4.498 0.320 0.865 -1.15 -0.08 0.05 0.249
H 1.492 0.102 1.270 -0.15 -0.60 -1.25 0.237
H -0.076 -2.222 0.614 -0.85 0.02 1.08 0.470
C -0.987 0.051 -0.554 1.77 1.31 0.21 0.099
H 2.812 -1.774 0.923 1.75 1.45 0.10 0.224
N 1.919 -0.022 -1.922 -1.18 0.39 -0.10 -0.376
C -3.018 1.347 -0.361 -3.41 -1.71 -1.34 -0.310
H 2.557 2.039 1.166 -0.27 0.88 1.99 0.257
C 3.322 -0.751 0.725 -0.39 -2.81 -3.27 -0.577
N -1.605 1.190 -0.634 -1.00 -1.01 0.58 -0.464
H -1.785 -1.746 -1.121 -0.01 -0.68 -0.85 0.244
H 3.590 1.538 -0.023 0.00 0.86 -0.80 0.236
H 1.455 -0.361 -2.765 -0.07 -1.08 0.55 0.417
N 1.523 -0.424 -0.779 0.37 -0.51 -2.65 0.075
N -1.088 -2.106 0.857 -1.84 -1.09 -2.56 -0.718
O -3.087 -1.004 0.256 0.71 -1.98 -1.60 -0.519
H -3.581 1.001 -1.312 0.80 0.93 1.12 0.241
C -3.467 0.303 0.651 2.94 0.31 0.73 -0.067
H -1.663 -3.024 0.739 1.60 1.53 0.24 0.477
H -2.872 0.361 1.563 -0.43 1.23 0.59 0.165
H -3.452 2.330 -0.090 1.13 -0.27 -0.18 0.277
```
Positions in Å, forces in eV/Å.



So what do the calculations give for F_max? Going down the list: 3.5; 1.1; 0.8; 4.8; 4.3 eV Å⁻¹.
So what do the calculations give for calculated total energy? Going down the list: -2753.911242; -439.830456; -15396.195144; -302.843763; -570.983378 hartree.